1.
ORCA calculation (the ωB97M-V functional and the def2-TZVPD basis) on C48H44B2O5P2Pt as an isolated structure.

Element x y z (Å)
Pt  0.104  0.340  -0.247
O  -0.916  -2.543  0.483
C  -0.331  -2.719  1.707
C  -0.930  -3.209  2.847
C  -0.150  -3.285  3.999
C  1.179  -2.882  4.006
C  1.752  -2.364  2.852
C  0.994  -2.278  1.692
P  1.531  -1.485  0.166
C  3.201  -0.885  0.474
C  4.307  -1.586  -0.005
C  5.589  -1.139  0.284
C  5.772  0.006  1.044
C  4.673  0.714  1.517
C  3.393  0.272  1.230
C  1.608  -2.700  -1.151
C  1.436  -2.279  -2.467
C  1.507  -3.197  -3.503
C  1.744  -4.536  -3.223
C  1.908  -4.959  -1.910
C  1.839  -4.045  -0.870
C  -2.202  -2.812  0.101
C  -2.845  -3.999  0.417
C  -4.103  -4.236  -0.114
C  -4.701  -3.311  -0.964
C  -4.038  -2.141  -1.283
C  -2.774  -1.872  -0.751
P  -1.988  -0.285  -1.172
C  -3.231  0.934  -0.703
C  -4.122  1.479  -1.626
C  -5.140  2.317  -1.193
C  -5.279  2.602  0.157
C  -4.405  2.045  1.081
C  -3.381  1.216  0.657
C  -1.812  -0.297  -2.963
C  -1.611  -1.510  -3.625
C  -1.387  -1.524  -4.993
C  -1.369  -0.334  -5.707
C  -1.561  0.876  -5.051
C  -1.771  0.899  -3.682
H  -1.965  -3.515  2.857
H  -0.596  -3.673  4.905
H  1.765  -2.965  4.910
H  2.778  -2.021  2.856
H  4.173  -2.480  -0.600
H  6.443  -1.691  -0.083
H  6.773  0.345  1.274
H  4.815  1.606  2.111
H  2.542  0.832  1.601
H  1.232  -1.235  -2.680
H  1.373  -2.871  -4.526
H  1.798  -5.255  -4.029
H  2.089  -6.004  -1.696
H  1.955  -4.380  0.154
H  -2.356  -4.729  1.046
H  -4.613  -5.159  0.124
H  -5.680  -3.507  -1.377
H  -4.506  -1.424  -1.946
H  -4.040  1.247  -2.679
H  -5.827  2.739  -1.913
H  -6.077  3.251  0.492
H  -4.533  2.250  2.136
H  -2.719  0.765  1.387
H  -1.637  -2.443  -3.077
H  -1.243  -2.467  -5.503
H  -1.218  -0.350  -6.778
H  -1.565  1.802  -5.610
H  -1.912  1.845  -3.176
C  -1.981  1.531  4.269
C  -0.506  1.430  3.927
C  0.268  0.820  5.080
O  -0.411  0.485  2.801
B  -0.105  1.200  1.696
O  0.136  2.523  1.888
C  0.116  2.760  3.343
C  1.559  2.998  3.753
C  -0.714  4.005  3.580
H  -2.352  0.541  4.533
H  -2.560  1.904  3.423
H  -2.149  2.194  5.117
H  -0.223  -0.100  5.394
H  0.290  1.498  5.934
H  1.292  0.581  4.800
H  2.187  2.136  3.533
H  1.639  3.212  4.818
H  1.946  3.857  3.206
H  -1.709  3.914  3.152
H  -0.220  4.860  3.119
H  -0.811  4.211  4.647
O  2.547  1.711  -1.653
B  1.102  1.602  -1.514
O  0.578  2.697  -2.323
C  1.588  3.371  -2.829
C  1.567  4.506  -3.638
C  2.797  4.983  -4.004
C  4.035  4.360  -3.585
C  4.070  3.246  -2.788
C  2.824  2.752  -2.410
H  0.642  4.971  -3.942
H  2.868  5.862  -4.629
H  4.960  4.807  -3.923
H  4.988  2.776  -2.469

Charge   +2
Energy relative to the best compared isomer or geometry (same formula, charge and spin)   0.0 kcal/mol
2S+1   5
E_LUMO (spin up / spin down)   -4.59 / -8.59 eV
DFT total energy   -83894.50683 eV
Gap between HOMO and LUMO (spin up / spin down)   7.57 / 4.57 eV

---

2.
ORCA calculation (the ωB97M-V functional and the def2-TZVPD basis) on C35H38FN2OPPdSi as an isolated structure.

Element x y z (Å)
Pd  0.214  -0.300  -0.192
C  -4.353  4.323  2.134
C  -4.348  4.295  0.747
C  -3.614  3.332  0.073
C  -2.877  2.386  0.783
C  -2.874  2.434  2.175
C  -3.616  3.392  2.849
P  -1.923  1.058  -0.017
C  -1.503  1.725  -1.667
C  -0.979  3.012  -1.797
C  -0.499  3.454  -3.018
C  -0.522  2.615  -4.124
C  -1.038  1.335  -4.004
C  -1.529  0.890  -2.785
C  -3.145  -0.236  -0.363
C  -4.489  0.011  -0.477
C  -5.392  -1.040  -0.732
C  -4.926  -2.318  -0.843
C  -3.546  -2.609  -0.712
C  -3.079  -3.943  -0.787
C  -1.752  -4.204  -0.626
C  -0.838  -3.148  -0.412
C  -1.222  -1.830  -0.354
C  -2.624  -1.558  -0.479
H  -4.926  5.078  2.656
H  -4.917  5.025  0.187
H  -3.608  3.317  -1.010
H  -2.281  1.718  2.732
H  -3.610  3.417  3.931
H  -0.929  3.666  -0.936
H  -0.092  4.453  -3.102
H  -0.134  2.960  -5.073
H  -1.058  0.672  -4.860
H  -1.932  -0.114  -2.708
H  -4.870  1.015  -0.364
H  -6.448  -0.827  -0.827
H  -5.609  -3.138  -1.024
H  -3.792  -4.738  -0.968
H  -1.385  -5.222  -0.674
H  0.208  -3.415  -0.319
C  2.736  -2.936  0.151
Si  2.681  -1.909  -1.442
C  4.388  -2.219  -2.200
C  1.493  -2.593  -2.738
N  2.187  -0.293  -1.078
C  2.987  0.797  -0.849
C  4.350  0.895  -1.197
C  5.112  2.025  -0.962
C  4.569  3.151  -0.361
C  3.226  3.114  -0.013
C  2.492  1.980  -0.261
F  1.167  2.035  0.090
H  2.760  -4.009  -0.042
H  1.908  -2.724  0.829
H  3.656  -2.677  0.683
H  4.429  -3.282  -2.455
H  5.214  -2.020  -1.517
H  4.556  -1.662  -3.122
H  1.514  -3.683  -2.788
H  1.811  -2.210  -3.711
H  0.462  -2.280  -2.582
H  4.826  0.059  -1.684
H  6.153  2.020  -1.263
H  5.163  4.034  -0.174
H  2.728  3.956  0.450
C  3.214  -0.192  3.488
N  1.992  -0.947  3.746
C  1.829  -1.623  5.022
C  1.029  -0.902  2.811
C  -0.246  -1.670  3.002
O  1.216  -0.221  1.791
H  4.014  -0.597  4.103
H  3.081  0.868  3.715
H  3.480  -0.279  2.436
H  2.760  -1.538  5.575
H  1.615  -2.684  4.888
H  1.038  -1.171  5.624
H  -0.359  -2.126  3.980
H  -0.302  -2.440  2.232
H  -1.078  -0.991  2.812

Charge   0
Energy relative to the best compared isomer or geometry (same formula, charge and spin)   0.0 kcal/mol
2S+1   3
E_LUMO (spin up / spin down)   0.48 / -0.53 eV
DFT total energy   -65303.64559 eV
Gap between HOMO and LUMO (spin up / spin down)   7.17 / 6.08 eV

---

3.
ORCA calculation (the ωB97M-V functional and the def2-TZVPD basis) on C28H18Cl5N8O5Rb as an isolated structure.

Element x y z (Å)
Rb  -0.333  0.364  -0.163
Cl  1.620  -4.446  5.239
C  0.747  -3.713  3.913
C  -0.451  -4.224  3.495
Cl  -1.142  -5.626  4.280
C  -1.134  -3.608  2.421
Cl  -2.660  -4.287  1.880
C  -0.666  -2.475  1.741
O  -1.285  -1.930  0.775
C  0.654  -1.925  2.188
O  1.155  -0.919  1.587
C  1.278  -2.578  3.255
Cl  2.835  -1.943  3.775
C  5.340  3.117  -0.737
N  4.070  2.614  -1.202
C  3.161  1.835  -0.593
N  2.131  1.632  -1.384
C  2.457  2.338  -2.490
N  3.625  2.940  -2.442
C  6.367  2.069  -0.386
C  7.484  2.485  0.332
C  8.497  1.600  0.661
C  8.391  0.271  0.294
C  7.263  -0.153  -0.403
C  6.256  0.736  -0.756
C  7.171  -1.587  -0.706
N  8.091  -2.469  -0.550
N  7.505  -3.701  -0.894
C  6.291  -3.434  -1.221
O  5.997  -2.108  -1.145
C  5.243  -4.389  -1.598
C  5.507  -5.736  -1.376
C  4.532  -6.673  -1.671
C  3.317  -6.257  -2.188
C  3.060  -4.912  -2.436
C  1.735  -4.552  -3.061
N  1.415  -3.147  -3.071
C  1.024  -2.347  -2.065
N  0.764  -1.142  -2.523
C  1.024  -1.254  -3.845
N  1.426  -2.446  -4.233
C  4.030  -3.968  -2.130
H  5.184  3.770  0.124
H  5.705  3.741  -1.554
H  3.281  1.432  0.402
H  1.816  2.412  -3.354
H  7.552  3.522  0.644
H  9.356  1.939  1.225
H  9.157  -0.440  0.564
H  5.375  0.398  -1.285
H  6.453  -6.041  -0.954
H  4.712  -7.722  -1.478
H  2.542  -6.987  -2.399
H  0.930  -5.098  -2.563
H  1.733  -4.855  -4.109
H  0.912  -2.669  -1.038
H  0.898  -0.448  -4.548
H  3.822  -2.919  -2.294
Cl  -2.284  0.694  -2.795
C  -3.423  0.964  -1.362
C  -3.140  2.260  -0.558
O  -4.167  2.879  -0.231
O  -1.946  2.497  -0.286
H  -3.308  0.074  -0.741
H  -4.405  0.989  -1.820

Charge   -2
Energy relative to the best compared isomer or geometry (same formula, charge and spin)   18.4 kcal/mol
2S+1   1
E_LUMO   3.20 eV
DFT total energy   -114757.24301 eV
Gap between HOMO and LUMO   3.74 eV

---

What did the second record say?
ORCA calculation (the ωB97M-V functional and the def2-TZVPD basis) on C35H38FN2OPPdSi as an isolated structure.

Element x y z (Å)
Pd  0.214  -0.300  -0.192
C  -4.353  4.323  2.134
C  -4.348  4.295  0.747
C  -3.614  3.332  0.073
C  -2.877  2.386  0.783
C  -2.874  2.434  2.175
C  -3.616  3.392  2.849
P  -1.923  1.058  -0.017
C  -1.503  1.725  -1.667
C  -0.979  3.012  -1.797
C  -0.499  3.454  -3.018
C  -0.522  2.615  -4.124
C  -1.038  1.335  -4.004
C  -1.529  0.890  -2.785
C  -3.145  -0.236  -0.363
C  -4.489  0.011  -0.477
C  -5.392  -1.040  -0.732
C  -4.926  -2.318  -0.843
C  -3.546  -2.609  -0.712
C  -3.079  -3.943  -0.787
C  -1.752  -4.204  -0.626
C  -0.838  -3.148  -0.412
C  -1.222  -1.830  -0.354
C  -2.624  -1.558  -0.479
H  -4.926  5.078  2.656
H  -4.917  5.025  0.187
H  -3.608  3.317  -1.010
H  -2.281  1.718  2.732
H  -3.610  3.417  3.931
H  -0.929  3.666  -0.936
H  -0.092  4.453  -3.102
H  -0.134  2.960  -5.073
H  -1.058  0.672  -4.860
H  -1.932  -0.114  -2.708
H  -4.870  1.015  -0.364
H  -6.448  -0.827  -0.827
H  -5.609  -3.138  -1.024
H  -3.792  -4.738  -0.968
H  -1.385  -5.222  -0.674
H  0.208  -3.415  -0.319
C  2.736  -2.936  0.151
Si  2.681  -1.909  -1.442
C  4.388  -2.219  -2.200
C  1.493  -2.593  -2.738
N  2.187  -0.293  -1.078
C  2.987  0.797  -0.849
C  4.350  0.895  -1.197
C  5.112  2.025  -0.962
C  4.569  3.151  -0.361
C  3.226  3.114  -0.013
C  2.492  1.980  -0.261
F  1.167  2.035  0.090
H  2.760  -4.009  -0.042
H  1.908  -2.724  0.829
H  3.656  -2.677  0.683
H  4.429  -3.282  -2.455
H  5.214  -2.020  -1.517
H  4.556  -1.662  -3.122
H  1.514  -3.683  -2.788
H  1.811  -2.210  -3.711
H  0.462  -2.280  -2.582
H  4.826  0.059  -1.684
H  6.153  2.020  -1.263
H  5.163  4.034  -0.174
H  2.728  3.956  0.450
C  3.214  -0.192  3.488
N  1.992  -0.947  3.746
C  1.829  -1.623  5.022
C  1.029  -0.902  2.811
C  -0.246  -1.670  3.002
O  1.216  -0.221  1.791
H  4.014  -0.597  4.103
H  3.081  0.868  3.715
H  3.480  -0.279  2.436
H  2.760  -1.538  5.575
H  1.615  -2.684  4.888
H  1.038  -1.171  5.624
H  -0.359  -2.126  3.980
H  -0.302  -2.440  2.232
H  -1.078  -0.991  2.812

Charge   0
Energy relative to the best compared isomer or geometry (same formula, charge and spin)   0.0 kcal/mol
2S+1   3
E_LUMO (spin up / spin down)   0.48 / -0.53 eV
DFT total energy   -65303.64559 eV
Gap between HOMO and LUMO (spin up / spin down)   7.17 / 6.08 eV

---

- Among the records above, which one has the lowest DFT total energy?
  C28H18Cl5N8O5Rb